(1)
DFT (wB97M-V/def2-TZVPD) results for a molecular structure, C29H71N6O16Zn in a non-equilibrium geometry.

Results
Frontier orbital gap   0.167 Eh
Net charge   +1

Cartesian coordinates (Å):
N (19.79116, 16.05083, -4.38983)
H (20.28125, 11.98239, -1.24134)
C (13.65093, 17.85135, -2.57542)
H (13.43572, 16.04225, 2.21759)
O (16.05526, 16.92594, 0.51931)
H (18.28233, 13.84980, -4.53656)
H (13.28050, 16.84396, -2.39284)
C (13.85831, 11.48744, -5.40270)
H (10.56780, 9.09220, -4.53235)
C (20.82779, 13.77862, 1.77387)
H (14.20086, 13.30399, -3.44102)
H (11.43110, 15.75600, -2.03360)
H (17.01711, 9.76265, -0.74224)
O (12.22716, 19.27512, -1.27586)
C (21.14299, 16.28189, -2.36450)
C (11.35633, 15.91351, -0.95838)
H (13.39879, 12.23925, -6.04632)
N (14.39773, 19.26658, -0.79631)
H (18.98002, 10.86375, -6.01921)
C (11.81159, 10.87890, -4.11721)
O (17.08168, 15.81387, -5.08072)
O (23.17870, 11.09234, -2.25954)
H (13.82817, 10.57525, -5.99798)
H (14.30693, 8.39520, -5.20340)
H (16.74172, 15.92217, -4.18465)
H (14.18450, 17.56946, 2.66544)
H (11.21109, 11.39959, -4.86281)
O (16.57443, 10.09121, 0.04562)
H (15.26667, 8.43746, -1.49535)
O (18.09228, 11.44880, 3.07225)
H (20.15124, 15.70848, 2.33478)
C (19.93927, 14.67738, 2.62628)
H (13.65489, 9.02430, -0.98264)
H (21.79078, 17.01058, -2.85573)
H (15.07364, 14.63598, 2.41317)
H (11.75306, 8.71614, -2.42946)
C (14.65237, 8.18557, -4.19041)
H (15.49787, 14.21472, -1.28889)
H (19.85864, 10.46949, -4.60248)
H (13.48328, 17.42683, 1.06583)
H (12.26406, 7.49613, -3.50768)
H (18.49342, 13.98307, -1.88247)
C (14.88324, 15.22762, -5.72878)
H (14.72179, 17.85701, -2.77625)
C (17.62984, 10.46959, 0.86885)
O (18.85757, 16.96908, -2.58513)
H (17.70718, 9.29690, -5.74640)
C (16.15150, 16.05981, -6.11955)
O (10.76246, 13.83794, 0.10189)
C (19.83143, 16.43902, -3.12265)
Zn (17.54587, 16.78009, -0.94803)
H (20.35910, 14.64889, 3.63245)
H (14.15136, 15.21292, -6.53871)
H (12.03842, 16.62857, -0.50111)
N (23.00112, 12.95979, -1.15088)
C (18.19396, 11.82376, -4.31245)
C (13.27372, 12.75634, -3.28051)
C (11.61154, 9.39012, -4.44826)
O (15.14892, 10.88624, -2.59484)
H (15.33146, 18.97379, -1.03463)
H (16.32670, 14.56216, 1.18724)
O (18.46931, 13.04463, -5.02783)
C (16.38938, 14.41248, -1.89317)
N (12.92762, 14.29960, 0.01414)
H (20.49916, 12.73784, 1.73344)
H (20.54790, 15.50198, -4.76689)
H (13.64869, 14.56802, -0.63822)
C (13.24449, 11.42040, -3.99075)
H (18.93929, 16.19559, -4.91910)
H (15.16035, 14.18556, -5.54607)
O (18.04181, 9.45232, -4.86038)
C (13.33767, 18.84063, -1.49124)
H (16.33603, 13.69794, -2.72020)
H (18.50413, 11.98819, -3.27826)
O (20.91666, 14.31372, 0.45891)
C (18.84247, 10.63570, -4.96056)
O (18.56508, 14.32788, 2.53002)
H (17.10752, 11.72256, -4.24799)
H (15.72261, 8.35989, -4.07050)
H (21.84212, 13.70917, 2.16959)
H (13.14719, 18.01868, -3.52801)
H (21.03324, 16.53892, -1.31346)
N (15.56219, 15.04922, 1.63511)
C (12.33085, 8.57139, -3.34405)
H (22.34564, 13.61779, -0.75050)
C (11.65964, 14.63257, -0.22077)
H (14.92864, 15.73063, -3.90357)
H (12.38482, 13.32350, -3.55459)
N (14.06982, 10.42878, -3.17621)
O (16.20067, 15.75284, -2.32121)
O (14.27114, 15.75105, -4.61370)
H (16.24916, 10.68877, 2.45564)
C (17.76303, 14.02359, -1.06711)
H (14.88514, 11.85574, -5.44196)
H (18.24330, 9.62212, 1.18949)
C (22.46566, 11.99279, -1.86328)
H (20.74473, 12.70395, -2.74649)
H (14.23788, 19.82564, 0.02726)
C (14.02067, 16.87874, 1.83810)
H (16.73855, 12.22293, 1.75756)
H (23.97702, 12.96173, -0.90372)
C (15.31897, 16.29324, 1.27886)
H (16.11350, 17.14440, -6.23145)
H (14.57541, 7.09799, -4.18124)
H (18.18957, 12.40561, 3.02394)
H (18.30115, 14.51752, 1.61895)
C (13.85587, 8.93460, -3.13389)
H (16.48997, 15.70092, -7.09263)
O (18.13831, 14.97373, -0.12811)
C (14.19950, 8.42099, -1.70972)
C (20.98357, 11.87995, -2.06981)
H (13.18703, 12.62035, -2.20126)
H (13.05393, 13.56145, 0.68942)
H (12.09570, 9.12113, -5.38889)
H (20.77229, 10.89419, -2.48004)
H (18.44088, 10.98788, 0.34694)
H (11.31306, 11.01183, -3.15491)
H (20.07979, 14.75733, 0.26775)
C (17.11175, 11.25215, 2.09349)
H (17.75071, 13.05121, -0.56954)
H (10.33441, 16.21615, -0.73685)
H (21.63262, 15.32373, -2.53737)
H (13.82099, 7.41559, -1.52793)

Here are the Mulliken charges for atoms 1 to 99, given in e: -0.18, 0.03, 0.36, 0.38, -0.42, 0.28, -0.50, -1.32, 0.48, -0.19, -0.42, 0.19, 0.21, -0.63, -1.20, -0.08, 0.47, -0.26, 0.40, -1.21, -0.54, -0.68, 0.45, 0.39, 0.31, 0.35, 0.50, -0.40, 0.33, -0.61, 0.35, -0.84, 0.50, 0.48, 0.27, 0.44, -1.46, -0.70, 0.30, 0.07, 0.52, 0.01, -0.02, -0.11, 0.12, -0.74, 0.31, -0.59, -0.71, 0.77, 0.81, 0.43, 0.44, -0.35, -0.20, 2.07, -1.72, -0.85, 0.33, 0.08, -0.40, -0.68, 2.48, 0.31, 0.18, 0.20, -0.56, 1.82, 0.34, -0.15, -0.45, 0.38, -0.57, -0.64, -0.44, -1.10, -0.69, -0.58, 0.30, 0.43, 0.42, 0.24, 0.21, -1.35, 0.19, 0.41, 0.03, 0.61, 0.62, -0.64, -0.43, 0.37, 0.73, 0.00, 0.51, -0.01, 0.08, 0.24, -1.07

(2)
DFT (wB97M-V/def2-TZVPD) results for a molecular structure, C21H31GaIN2O19 in a non-equilibrium geometry.

Results
Frontier orbital gap   0.240 Eh
Energy above the lowest of the compared OMol25 structures with the same formula, charge and spin   2.1460 eV
Net charge   -1

Cartesian coordinates (Å):
H (-0.94937, 5.90791, -1.77313)
H (4.39231, 1.64921, -3.54408)
H (-6.23747, 0.55321, 1.31405)
C (-5.63648, 1.11763, 0.50191)
O (0.50069, 3.18041, -2.64707)
N (-4.66878, 2.11129, 1.07024)
H (-0.17911, -3.77616, 0.86938)
H (5.45693, 7.87965, -3.58412)
O (-2.61521, -7.11907, 1.79635)
C (-2.11656, -0.45377, 0.80753)
H (-5.42096, 3.37685, 2.62579)
C (3.67865, -5.67335, 0.13905)
C (-4.51134, -3.52462, 5.23204)
H (0.00367, 4.86515, -3.71058)
H (-3.83289, -2.66909, 5.16295)
H (7.80490, 6.59291, -2.96523)
H (-3.68764, 1.86179, 0.86505)
H (0.99173, -6.37626, 0.37614)
H (-5.43722, 1.53457, 3.08194)
H (3.23135, 1.88816, -6.36162)
O (2.76032, 3.37883, -5.02855)
C (0.46534, 4.59548, -2.75595)
H (0.22895, 5.15423, -0.67422)
H (-2.80112, -4.82190, 4.95933)
C (-4.87379, 2.36102, 2.52726)
H (-5.15365, -3.53894, 4.35036)
C (-0.59665, 2.80551, -1.92763)
H (2.42581, 1.33463, -4.87593)
C (1.88957, -6.86803, 0.75800)
H (3.23995, -8.42624, 0.09010)
C (6.09935, 7.89878, -2.70233)
O (-3.33181, -1.19060, 0.82676)
C (6.82137, 6.60339, -2.49267)
H (1.61188, -7.51364, 1.59261)
H (1.47331, 5.01248, -2.71952)
H (-1.42074, -3.63564, 2.91196)
O (2.81711, -5.87420, 1.17374)
H (-6.34338, 1.60758, -0.25370)
H (6.78151, 8.75115, -2.77799)
C (3.89276, 4.09135, -4.78919)
C (-3.78414, -4.81899, 5.43174)
O (-3.66642, -4.90689, 6.84580)
C (3.15584, 2.03735, -5.28040)
O (-2.87493, -4.90546, 2.20202)
O (4.97339, 3.27483, -4.65859)
O (-0.96275, 1.67318, -1.79357)
O (6.93933, 6.52578, -1.07854)
H (1.97978, -7.99405, -1.08811)
N (-1.18821, 0.19306, 1.25707)
O (4.48197, -4.78610, 0.09048)
C (-1.18663, -4.19368, 0.83230)
C (-2.24899, -5.98451, 1.66036)
H (-5.50691, -1.46342, -1.12357)
C (-4.66268, -4.14701, 7.37787)
C (4.48357, 1.94178, -4.59393)
O (5.32837, 8.03132, -1.51653)
O (3.50865, -6.61119, -0.83433)
O (3.93405, 5.28784, -4.70468)
H (-1.64783, -3.92337, -0.12194)
H (5.16439, 1.25272, -5.09597)
C (-0.36830, 5.00486, -1.57878)
O (-1.15302, -5.61334, 0.94250)
H (-2.59848, -2.88107, 1.81201)
C (-2.01835, -3.78481, 2.00696)
O (-4.95576, -4.13245, 8.54020)
H (6.24733, 5.74242, -2.84724)
O (-1.22242, 3.88679, -1.38503)
C (2.63831, -7.60461, -0.31021)
O (-5.28320, -3.40510, 6.41998)
H (-4.35432, -5.67967, 5.07066)
Ga (-4.51642, -0.36317, -0.45917)
H (-3.82191, 2.45401, 3.00085)
C (5.94616, 7.29428, -0.55210)
O (5.65358, 7.31966, 0.60907)
I (-3.16632, 0.62736, -2.52625)

Mulliken atomic charges, in units of e: 0.30, 0.27, 0.20, -0.51, -0.22, -0.38, 0.41, 0.27, -0.58, 0.55, 0.23, 0.65, -0.25, 0.25, 0.26, 0.29, 0.22, 0.04, 0.21, 0.24, -0.30, -0.22, 0.27, 0.13, -0.69, 0.28, 0.52, 0.31, 0.00, 0.25, -0.28, -0.37, -0.04, 0.33, 0.20, 0.22, -0.33, 0.25, 0.26, 0.68, -0.02, -0.35, -0.32, -0.32, -0.31, -0.44, -0.33, 0.30, -0.61, -0.54, -0.27, 0.61, -0.27, 0.58, -0.31, -0.32, -0.33, -0.54, 0.28, 0.29, -0.37, -0.33, -0.09, 0.14, -0.54, 0.05, -0.27, -0.34, -0.34, 0.23, 0.14, 0.27, 0.65, -0.53, -0.37

(3)
DFT (wB97M-V/def2-TZVPD) results for a molecular structure, C30H34N7O6PSTl.

Results
Frontier orbital gap (spin up / spin down)   0.250 / 0.203 Eh
Energy above the lowest of the compared OMol25 structures with the same formula, charge and spin   6.8162 eV
Net charge   +1

Cartesian coordinates (Å):
H (0.96447, -3.28262, 2.39300)
H (1.44467, -2.61967, -4.80077)
C (0.42926, -1.38521, -3.23807)
C (0.71092, 2.76204, -1.87333)
C (-2.05670, 1.09811, -2.20715)
H (-0.85022, 2.93055, -3.27921)
H (6.03553, 2.79820, 2.40840)
C (-2.64537, 2.96256, -0.63176)
C (0.75880, -2.48948, -3.98137)
C (2.77756, 2.42234, 5.70879)
H (-1.26733, 2.83295, 2.28566)
C (-1.14970, -3.99462, 0.15992)
H (-5.17570, -0.96685, -3.35743)
C (-4.10173, -3.21145, -3.33245)
N (-1.68938, 2.25827, -1.45356)
H (2.38157, 3.07686, 3.69919)
C (5.31472, 3.37206, 1.83737)
H (-3.22182, -3.24362, -3.97269)
N (-3.90186, -2.19989, -2.25894)
H (6.56755, 5.09590, 1.66956)
H (0.81193, -0.37819, -3.30885)
H (-5.06376, 1.00656, -1.82118)
H (0.94633, -5.04435, -4.56135)
O (-2.74117, -1.76698, -0.26907)
N (-2.99948, 0.22833, -1.55686)
H (4.76748, -0.19084, 6.55463)
H (4.91897, 6.38104, 0.34752)
C (-0.75287, 3.09089, -2.19554)
C (4.24409, 0.52172, 5.93153)
C (-2.99563, -2.50267, -1.31641)
H (-4.96670, -2.91826, -3.91560)
C (2.89143, 2.36097, 4.33180)
O (2.32681, 0.83328, 1.57500)
O (1.51517, 3.68233, -1.86089)
H (2.74780, 5.36805, -0.25273)
H (3.35658, 1.55324, 7.58339)
N (-0.15026, -3.24523, 0.57917)
H (-2.33960, -6.62093, 0.12955)
P (-1.88582, -3.98246, -1.47685)
C (4.35987, 0.45062, 4.54819)
C (-4.45717, 0.14290, -1.55768)
H (-3.50017, -5.50500, 0.88045)
C (4.67698, 5.38203, 0.68526)
Tl (0.19658, 0.28260, 0.16847)
N (-1.47752, -4.95642, 1.08183)
H (-2.50124, 1.34532, -3.18861)
O (-4.44013, -0.22255, -0.15832)
H (-3.44686, 2.28943, -0.32323)
H (-0.69403, -5.39784, 3.01581)
C (-0.70705, -3.02006, -2.44792)
H (0.04666, -5.59501, -3.14604)
H (-1.14768, 0.53003, -2.39340)
C (5.60861, 4.65884, 1.42531)
H (-4.28076, -4.18661, -2.89152)
C (0.04240, -4.89467, -3.97788)
S (3.73857, 1.14740, 1.99428)
C (4.07500, 2.83148, 1.51596)
C (-2.51956, -5.96754, 0.98161)
H (-0.82170, -5.09466, -4.61085)
H (-2.51060, -6.56425, 1.88906)
O (-1.59914, 2.46456, 1.46057)
C (-0.64129, -4.77592, 2.13886)
H (2.16681, 3.18996, 6.16542)
O (0.94335, 1.50574, -1.69718)
C (3.45429, 4.82104, 0.35623)
C (3.14509, 3.53106, 0.77210)
H (4.97276, -0.31130, 4.08259)
H (-3.10258, 3.80951, -1.16982)
C (-2.00885, 3.53900, 0.61409)
C (3.68426, 1.37079, 3.76365)
C (-3.06877, -0.39454, -0.33511)
C (-4.67360, -1.05883, -2.40786)
H (2.21488, 3.05767, 0.49024)
C (0.17139, -3.71987, 1.81084)
H (-1.15190, 4.16343, 0.34087)
C (3.45135, 1.50161, 6.50679)
N (0.02520, -3.52555, -3.48491)
H (-0.94249, 4.14566, -2.00134)
H (-2.74904, 4.16393, 1.12125)
N (-0.48848, -1.72690, -2.29052)

Mulliken atomic charges, in units of e: 0.51, 0.44, -0.32, 0.46, -1.19, 0.43, 0.38, -0.70, -0.98, -0.63, 0.27, 0.17, 0.30, -1.03, 0.52, 0.43, -0.54, 0.36, 0.28, 0.38, 0.51, 0.55, 0.32, -0.18, 0.87, 0.39, 0.39, -1.07, -0.54, 0.36, 0.39, -0.35, -0.46, -0.70, 0.44, 0.39, -0.21, 0.32, -0.26, -0.36, 0.26, 0.30, -0.56, 1.18, 0.19, 0.23, -0.53, 0.22, 0.41, -0.24, 0.35, 0.54, -0.50, 0.35, -0.83, 0.05, 0.31, -0.84, 0.28, 0.31, -0.45, -0.17, 0.38, -0.61, -0.41, -0.02, 0.39, 0.31, -0.55, 0.37, -0.26, -0.62, 0.25, -0.79, 0.33, -0.40, 0.25, 0.40, 0.47, 0.30

(4)
DFT (wB97M-V/def2-TZVPD) results for 2 unconnected molecules or ions with the total composition C3H7O.

Results
Frontier orbital gap   0.242 Eh
Energy above the lowest of the compared OMol25 structures with the same formula, charge and spin   0.0000 eV
Net charge   -1

Cartesian coordinates (Å):
H (-1.80722, 2.38431, -0.44269)
C (0.53091, -2.13801, 0.54610)
H (0.32843, -1.56134, 1.44714)
C (0.86143, -1.55151, -0.64755)
C (-0.85897, 2.24162, 0.06436)
H (-0.40020, 1.28994, -0.23573)
H (0.53680, -3.21932, 0.67723)
H (1.07373, -2.29889, -1.44620)
H (-1.04553, 2.14487, 1.13797)
H (-0.15661, 3.03351, -0.15942)
O (0.93723, -0.32519, -0.94122)

Mulliken atomic charges, in units of e: 0.22, -0.89, 0.25, -0.06, -0.74, 0.12, 0.23, 0.24, 0.21, 0.20, -0.77

(5)
DFT (wB97M-V/def2-TZVPD) results for a molecular structure, C4H7N3 in a non-equilibrium geometry.

Results
Frontier orbital gap   0.354 Eh
Energy above the lowest of the compared OMol25 structures with the same formula, charge and spin   4.3364 eV

Cartesian coordinates (Å):
N (-1.17451, 0.48484, 0.71624)
H (-2.19934, -0.37039, 2.30064)
C (1.66247, -0.83657, -0.03146)
H (-0.38428, 0.10901, 2.63847)
H (2.51935, -1.41804, 0.30866)
C (-0.06349, 1.02076, -0.00267)
H (0.01557, 2.14495, 0.22123)
H (-0.30524, -0.28288, -3.05246)
C (-1.28630, 0.11039, 1.90692)
C (-0.35286, -0.04702, -1.97213)
N (1.29718, 0.00364, 0.75180)
H (-1.03962, -0.74384, -1.41487)
H (1.31609, -1.12401, -0.97229)
N (-0.00501, 0.94916, -1.39807)

Mulliken atomic charges, in units of e: -0.42, 0.27, -0.21, 0.25, 0.26, 0.25, 0.33, 0.27, -0.27, -0.51, -0.43, 0.32, 0.25, -0.36

(6)
DFT (wB97M-V/def2-TZVPD) results for a single C3H4F2OS molecule in a non-equilibrium geometry.

Results
Frontier orbital gap   0.350 Eh
Energy above the lowest of the compared OMol25 structures with the same formula, charge and spin   1.0145 eV
SMILES   OC(=S)CC(F)F

Cartesian coordinates (Å):
H (1.79631, -1.72484, -0.24557)
H (-2.17136, 0.85824, -0.62829)
H (-0.15849, 1.63295, 0.34598)
C (1.11824, -0.12849, 0.33667)
S (2.52244, 0.52302, 0.33417)
F (-1.72217, -1.10481, -0.43331)
C (-0.25798, 0.49361, 0.62205)
H (-0.49889, 0.32627, 1.74318)
C (-1.20299, 0.23477, -0.50749)
O (1.02429, -1.44245, 0.14376)
F (-0.44940, 0.33173, -1.71114)

Mulliken atomic charges, in units of e: 0.33, 0.23, 0.24, 0.34, -0.35, -0.27, -0.48, 0.30, 0.28, -0.37, -0.25